The following is a DFT calculation (ωB97M-V with the def2-TZVPD basis set) of 2 unconnected molecules or ions with the total composition C9H5BrClF3O at a distorted geometry.

Bonds (Å) are listed after each position.
CARTESIAN COORDINATES (ANGSTROEM)
1 F -3.68840 -0.87167 -0.60554  C19 1.292
2 C 1.42535 -0.27054 -0.97492  H4 1.079, C10 1.425, C12 1.377
3 H 3.34154 0.38890 -1.33059  C12 1.075
4 H 1.61285 -1.01219 -1.73636  C2 1.079
5 Br -0.62313 -2.73828 -1.14054  C6 1.892
6 C -0.77620 -1.24262 0.00777  Br5 1.892, C10 1.440, C11 1.456
7 Cl -0.02514 -1.99816 2.40258  C11 1.779
8 F -2.73706 1.05990 -0.62208  C19 1.336
9 C 2.36026 1.63793 0.04494  C12 1.320, H13 1.167, C15 1.387
10 C 0.32516 -0.31886 -0.06981  C2 1.425, C6 1.440, C17 1.420
11 C -1.35742 -1.59629 1.29470  C6 1.456, Cl7 1.779, O16 1.185
12 C 2.49458 0.54859 -0.68754  C2 1.377, H3 1.075, C9 1.320
13 H 3.24950 2.34375 0.31310  C9 1.167
14 H 1.18245 2.75360 1.46951  C15 1.186
15 C 1.17075 1.82334 0.73434  C9 1.387, H14 1.186, C17 1.412
16 O -2.45126 -1.61518 1.75026  C11 1.185
17 C 0.23955 0.76698 0.84083  C10 1.420, C15 1.412, H20 1.129
18 F -2.45334 -0.24455 -2.23945  C19 1.271
19 C -2.63658 -0.22241 -0.98187  F1 1.292, F8 1.336, F18 1.271
20 H -0.65348 0.80775 1.53067  C17 1.129

As for the HOMO energy (spin up / spin down): -9.02 / -9.02 eV. The value obtained for the energy above the lowest of the compared OMol25 structures with the same formula, charge and spin is 0.0 kcal per mole. The energy comes out at -3754.89074 Eh. As for the total charge: 0. The LUMO energy (spin up / spin down) comes out at -0.9 / -0.9 eV. Its strongest force on any atom is 0.093 hartree/bohr.

Atomic partial charges in e from the natural (NBO) method, atoms 1 to 8: -0.30 -0.16 0.22 0.23 0.14 -0.24 -0.08 -0.33